A cluster of 2 separate species, Cl2H2NO2P in total at a distorted geometry. Source: the Open Molecules 2025 dataset; level of theory: ωB97M-V with the def2-TZVPD basis set.

XYZ file:
```
8
Properties=species:S:1:pos:R:3:forces:R:3:mulliken_charge:R:1
N 0.0435 0.1007 -0.5724 -2.5842 2.4325 0.9180 -0.25
O -2.6956 -0.1185 1.5724 1.1413 0.2178 1.7948 -0.47
O -1.1288 0.2957 -1.2266 0.2541 -0.6683 1.1702 -0.34
P -3.0295 -0.0194 0.1756 0.5981 0.0520 -1.7037 0.83
Cl -4.0103 -1.7184 -0.2873 -0.2844 -0.0188 -0.6479 -0.18
Cl -4.2095 1.5821 -0.1679 -0.0984 -0.1060 -0.3895 -0.17
H 0.2516 -0.8920 -0.4479 0.0344 0.4595 0.4919 0.27
H 0.0074 0.8152 0.2579 0.9392 -2.3688 -1.6338 0.30
```
Forces are in eV/Å.

Calculated values
- charge = 0
- LUMO (alpha / beta) (eV) = -1.296 / -1.803

A cluster of 2 separate species, Cl2H2OP2 in total at a distorted geometry. Source: the Open Molecules 2025 dataset; level of theory: ωB97M-V with the def2-TZVPD basis set.

XYZ file:
```
7
Properties=species:S:1:pos:R:3:forces:R:3:mulliken_charge:R:1
O 1.0725 -0.7742 1.6869 0.3629 0.5194 -0.1204 -0.42
P -1.4444 -0.5485 0.2451 -0.0979 0.4252 -2.6838 -0.04
P 0.6999 -0.4777 0.3070 0.5927 0.7814 0.4923 0.75
Cl 2.0534 -1.1985 -0.9839 -0.7342 0.4590 -0.0236 -0.10
Cl 0.2487 2.5033 -0.4783 0.5291 -1.7553 0.4258 -0.52
H -1.3710 -0.3657 -1.3050 -0.3297 0.0005 2.1914 0.16
H -1.2590 0.8613 0.5282 -0.3228 -0.4302 -0.2817 0.18
```
Forces are in eV/Å.

Calculated values
- charge = 0
- LUMO (alpha / beta) (eV) = -2.872 / -2.870

The molecule Cl2H3N2P at a distorted geometry. Source: the Open Molecules 2025 dataset; level of theory: ωB97M-V with the def2-TZVPD basis set.

XYZ file:
```
8
Properties=species:S:1:pos:R:3:forces:R:3:mulliken_charge:R:1
N -0.2327 0.1711 1.8342 -1.0869 0.4643 -1.2348 -0.63
P -0.7894 0.0763 0.3701 2.7028 -1.8735 0.6036 0.82
N 0.3934 -0.2781 -0.8304 0.8191 1.1869 1.6602 -0.53
Cl -1.9612 -1.4760 -0.1685 -0.5693 -0.9093 0.1787 -0.23
Cl -2.0801 1.4361 -0.1489 -0.7920 1.8935 -0.6433 -0.18
H -0.9333 0.6567 2.4374 0.8551 -0.5736 -0.5388 0.25
H 1.3908 0.0150 -0.7285 -1.4337 -0.0913 0.4665 0.27
H 0.1157 -0.0918 -1.7716 -0.4950 -0.0970 -0.4921 0.24
```
Forces are in eV/Å.

Calculated values
- structure (SMILES) = N=P(N)(Cl)Cl
- charge = 0
- LUMO (eV) = 0.589

A cluster of 2 separate species, Cl2H3P3 in total at a distorted geometry. Source: the Open Molecules 2025 dataset; level of theory: ωB97M-V with the def2-TZVPD basis set.

XYZ file:
```
8
Properties=species:S:1:pos:R:3:forces:R:3:mulliken_charge:R:1
P 0.7056 -0.3218 0.3935 1.1081 2.4107 3.6200 -0.03
P -0.7703 1.1258 -0.2818 0.2082 0.7876 -0.4781 -0.03
P 0.5612 2.8953 -0.3020 1.9386 -2.3624 -0.1876 0.11
Cl -0.7389 4.2908 -0.4476 -1.9884 2.1629 -0.1161 -0.12
Cl 0.8652 1.8484 -3.1888 0.1306 -0.0309 -0.2173 -0.11
H 0.0891 -1.3490 -0.0564 -2.6745 -3.2926 -0.6928 0.03
H 1.3994 -0.5742 -0.6890 1.9332 0.4904 -2.5735 0.04
H -0.9986 1.5184 1.0339 -0.6559 -0.1657 0.6454 0.10
```
Forces are in eV/Å.

Calculated values
- charge = 0
- multiplicity = 3
- LUMO (alpha / beta) (eV) = 0.593 / -4.224

The molecule Cl2H3PSi at a distorted geometry. Source: the Open Molecules 2025 dataset; level of theory: ωB97M-V with the def2-TZVPD basis set.

XYZ file:
```
7
Properties=species:S:1:pos:R:3:forces:R:3:mulliken_charge:R:1
P 0.5583 1.3315 -0.4140 0.9078 1.1503 1.2692 -0.15
Si 0.0931 -0.7177 0.1699 -3.7864 -2.1877 -0.8578 0.50
Cl -0.2762 -0.5861 2.1579 0.5397 0.3154 0.7522 -0.22
Cl 1.4158 -2.1929 -0.2831 0.3574 0.2311 -0.0415 -0.21
H -0.6214 1.8259 0.1805 0.0261 -0.0834 0.0510 0.07
H 0.2523 1.7668 -1.6814 -0.3680 -0.6016 -0.9745 0.08
H -1.4220 -1.4275 -0.1299 2.3234 1.1759 -0.1986 -0.08
```
Forces are in eV/Å.

Calculated values
- structure (SMILES) = P[SiH](Cl)Cl
- charge = 0
- LUMO (eV) = 0.634

The molecule Cl2HN. Source: the Open Molecules 2025 dataset; level of theory: ωB97M-V with the def2-TZVPD basis set.

XYZ file:
```
4
Properties=species:S:1:pos:R:3:forces:R:3:mulliken_charge:R:1
Cl -1.5832 -1.4374 -0.0440 0.2021 0.2826 -0.0505 -0.03
N -0.7455 -0.0001 0.4729 -0.0573 0.0009 0.2340 -0.25
Cl -1.5834 1.4372 -0.0440 0.2027 -0.2835 -0.0501 -0.03
H 0.1437 0.0000 -0.0315 -0.3474 0.0000 -0.1334 0.31
```
Forces are in eV/Å.

Calculated values
- structure (SMILES) = ClNCl
- charge = 0
- LUMO (eV) = -0.068

A cluster of 2 separate species, Cl2HPS in total at a distorted geometry. Source: the Open Molecules 2025 dataset; level of theory: ωB97M-V with the def2-TZVPD basis set.

XYZ file:
```
5
Properties=species:S:1:pos:R:3:forces:R:3:mulliken_charge:R:1
S -1.1796 -0.9507 -1.1879 -0.5781 0.9455 1.5848 -0.20
P -1.7583 0.1719 0.3145 0.7361 -2.2300 -1.2838 0.32
Cl -1.9511 2.0135 -0.4003 -0.1759 1.2825 -0.3069 -0.13
Cl 2.5670 -0.8219 0.0410 -0.0204 0.0582 0.1394 -0.24
H 2.3220 -0.4128 1.2326 0.0383 -0.0562 -0.1336 0.24
```
Forces are in eV/Å.

Calculated values
- structure (SMILES) = S=PCl.Cl
- charge = 0
- LUMO (eV) = -1.622

The molecule Cl2HPS2 at a distorted geometry. Source: the Open Molecules 2025 dataset; level of theory: ωB97M-V with the def2-TZVPD basis set.

XYZ file:
```
6
Properties=species:S:1:pos:R:3:forces:R:3:mulliken_charge:R:1
S -0.1588 -1.8418 -0.8448 -0.2519 0.6201 0.1543 -0.32
P 0.2517 -0.0428 -0.3086 -1.5432 -0.2714 -1.5610 0.64
S -0.9882 0.8581 1.1669 0.2143 -0.5231 -0.4603 -0.21
Cl 0.2551 1.3514 -1.9696 -0.0097 -0.9348 1.6997 -0.21
Cl 2.0748 0.0394 0.3716 1.3256 0.6082 0.4676 -0.11
H -1.4346 -0.3643 1.5845 0.2649 0.5009 -0.3004 0.21
```
Forces are in eV/Å.

Calculated values
- structure (SMILES) = S=P(S)(Cl)Cl
- charge = 0
- LUMO (eV) = -0.649

A cluster of 3 separate species, Cl2NO11 in total at a distorted geometry. Source: the Open Molecules 2025 dataset; level of theory: ωB97M-V with the def2-TZVPD basis set.

XYZ file:
```
14
Properties=species:S:1:pos:R:3:forces:R:3:mulliken_charge:R:1
N 3.5144 -2.2057 0.0313 1.4272 -0.3605 -1.2924 0.93
O 4.4004 -2.7096 0.7964 -0.3896 -0.1964 0.3379 -0.74
O 3.0340 -2.9047 -0.8892 -0.0532 -0.3938 0.3207 -0.64
O 3.2716 -1.0102 0.0814 -0.2232 0.6854 0.4292 -0.56
Cl -0.2335 -1.3913 0.8765 -3.9680 5.1746 -0.4962 1.62
O 0.6240 -0.3292 1.3152 3.1444 -1.7146 1.5878 -0.60
O 0.1247 -2.2061 -0.1838 2.9928 -2.7632 -1.7549 -0.57
O -0.8200 -2.1753 1.9175 0.6662 -1.3846 2.1059 -0.72
O -1.2638 -0.5607 0.3487 -3.3308 0.3482 -1.0645 -0.71
Cl -2.5351 2.9815 -0.8541 2.8921 5.2637 -0.3834 1.60
O -3.2299 2.7961 -2.0771 -0.2818 -3.4373 -2.6669 -0.66
O -3.5680 3.1799 0.0648 -2.3446 -0.6847 3.5764 -0.67
O -1.4186 2.2742 -0.3350 -1.0077 -3.1237 -0.4503 -0.48
O -1.9002 4.2609 -1.0928 0.4761 2.5869 -0.2493 -0.80
```
Forces are in eV/Å.

Calculated values
- charge = -3
- LUMO (eV) = 7.891

A cluster of 2 separate species, Cl2O2S in total at a distorted geometry. Source: the Open Molecules 2025 dataset; level of theory: ωB97M-V with the def2-TZVPD basis set.

XYZ file:
```
5
Properties=species:S:1:pos:R:3:forces:R:3:mulliken_charge:R:1
O 1.9670 -2.0457 0.9008 -1.5327 0.8240 -0.0545 -0.37
O 0.4155 -0.5456 -0.3436 0.3841 -0.7895 0.9526 -0.30
S 0.6940 -1.3438 0.8260 1.3961 -0.3023 -0.7241 0.69
Cl -1.7081 2.5833 0.1260 0.2610 -0.9439 -1.2292 -0.02
Cl -1.3684 1.3518 -1.5091 -0.5085 1.2117 1.0553 0.00
```
Forces are in eV/Å.

Calculated values
- charge = 0
- LUMO (eV) = -1.517

The ion Cl2O3PS with charge -1 at a distorted geometry. Source: the Open Molecules 2025 dataset; level of theory: ωB97M-V with the def2-TZVPD basis set.

XYZ file:
```
7
Properties=species:S:1:pos:R:3:forces:R:3:mulliken_charge:R:1
O -0.0397 -0.4498 -1.6033 -0.8811 0.5621 -1.8580 -0.55
S 0.1480 -0.8517 -0.2551 -1.4144 1.3960 0.8463 0.94
O 1.4052 -1.4111 -0.0390 3.9859 -1.9462 1.0720 -0.58
O -0.9473 -1.4852 0.4335 -1.3512 -1.5411 0.1645 -0.60
P -0.0846 0.8079 1.0949 1.3394 -0.6520 0.3974 0.25
Cl 1.2529 2.1113 0.2308 0.4907 0.7185 -0.0945 -0.27
Cl -1.7345 1.2786 0.1381 -2.1693 1.4626 -0.5278 -0.19
```
Forces are in eV/Å.

Calculated values
- structure (SMILES) = O=S(=O)([O-])P(Cl)Cl
- charge = -1
- LUMO (eV) = 3.513

The molecule Cl2OS. Source: the Open Molecules 2025 dataset; level of theory: ωB97M-V with the def2-TZVPD basis set.

XYZ file:
```
4
Properties=species:S:1:pos:R:3:forces:R:3:mulliken_charge:R:1
O 0.0508 0.4431 1.4302 -0.0932 0.2473 0.5402 -0.36
S 0.4936 -0.2596 0.2729 -0.0791 -0.1525 -0.6227 0.60
Cl 0.6054 1.1424 -1.2651 -0.0135 -0.1876 0.0883 -0.12
Cl -1.1499 -1.3259 -0.4380 0.1859 0.0928 -0.0057 -0.12
```
Forces are in eV/Å.

Calculated values
- charge = 0
- LUMO (eV) = -0.641

What ΔE to the lowest compared entry with this formula, charge and spin values result from the calculations? In sequence: 61.7, 71.7, 6.6, 24.2, 20.2, 0.0, 16.6, 0.0, 43.9, 4.2, 23.7, 0.0 kcal/mol.